No. 1
{
  "formula": "C2H3N3",
  "method": "wB97M-V/def2-TZVPD",
  "smiles": "c1nc[nH]n1",
  "gap_ev": 10.00,
  "molar_mass_g_mol": 69.1,
  "elements": ["C", "N", "C", "N", "N", "H", "H", "H"],
  "coordinates": [[1.32, -0.03, 0.39], [0.53, -1.07, 0.23], [-0.69, -0.63, 0.04], [-0.76, 0.72, 0.07], [0.43, 1.28, 0.29], [2.36, -0.24, 0.00], [-1.53, -1.27, -0.13], [-1.66, 1.18, -0.14]]
}

No. 2
{
  "formula": "H34N5O15S2Zn",
  "method": "wB97M-V/def2-TZVPD",
  "gap_ev": 4.14,
  "molar_mass_g_mol": 473.8,
  "charge": 3,
  "elements": ["Zn", "N", "H", "H", "H", "H", "N", "H", "H", "H", "H", "N", "H", "H", "H", "H", "N", "H", "H", "H", "H", "N", "H", "H", "H", "H", "S", "O", "O", "O", "O", "S", "O", "O", "O", "O", "O", "H", "H", "O", "H", "H", "O", "H", "H", "O", "H", "H", "O", "H", "H", "O", "H", "H", "O", "H", "H"],
  "coordinates": [[11.23, 5.36, 11.63], [7.32, 4.80, 16.86], [6.33, 5.01, 16.93], [7.77, 5.51, 17.41], [7.63, 4.91, 15.90], [7.57, 3.90, 17.24], [11.95, 4.87, 15.62], [12.89, 4.89, 15.26], [11.29, 5.52, 15.23], [11.92, 4.96, 16.63], [11.70, 3.92, 15.41], [10.21, 7.95, 16.96], [11.11, 7.60, 17.25], [9.45, 7.61, 17.53], [10.11, 7.45, 16.09], [10.23, 8.95, 16.81], [7.59, 6.91, 10.51], [6.59, 6.97, 10.50], [8.10, 7.55, 9.92], [7.91, 6.01, 10.17], [7.94, 6.90, 11.46], [8.76, 2.36, 13.02], [9.20, 1.72, 13.66], [9.07, 2.40, 12.06], [8.65, 3.29, 13.39], [7.80, 2.05, 12.94], [8.95, 5.65, 13.93], [8.21, 4.54, 14.42], [9.77, 6.15, 15.03], [9.81, 5.18, 12.84], [8.08, 6.63, 13.35], [9.18, 3.80, 9.52], [9.56, 3.52, 8.15], [9.04, 2.53, 10.30], [10.21, 4.66, 10.14], [7.88, 4.50, 9.62], [12.04, 3.62, 12.23], [12.51, 2.98, 11.69], [11.78, 3.13, 13.01], [12.58, 6.23, 13.03], [13.51, 6.24, 13.28], [12.26, 7.09, 13.28], [5.96, 8.06, 14.05], [5.35, 8.22, 13.33], [6.60, 7.43, 13.70], [10.61, 7.26, 11.43], [11.09, 7.54, 10.65], [10.74, 7.97, 12.06], [5.97, 4.23, 13.06], [6.85, 4.34, 13.42], [5.85, 3.28, 13.02], [11.41, 8.58, 13.78], [11.74, 9.18, 14.45], [10.46, 8.56, 13.92], [8.66, 9.15, 13.69], [8.29, 8.28, 13.56], [8.10, 9.56, 14.35]]
}

No. 3
{
  "formula": "C40H48CaN3O4P2S2",
  "method": "wB97M-V/def2-TZVPD",
  "gap_ev": 7.63,
  "molar_mass_g_mol": 801.0,
  "charge": -1,
  "elements": ["Ca", "O", "C", "O", "C", "C", "C", "C", "C", "C", "P", "C", "C", "C", "C", "C", "C", "C", "C", "C", "C", "C", "C", "H", "H", "H", "H", "H", "H", "H", "H", "H", "H", "H", "H", "H", "H", "N", "C", "C", "C", "C", "C", "C", "C", "C", "C", "C", "C", "C", "H", "H", "H", "H", "H", "H", "H", "H", "H", "H", "N", "C", "C", "C", "N", "H", "H", "H", "H", "H", "H", "H", "H", "H", "H", "C", "C", "C", "O", "P", "S", "S", "O", "C", "C", "C", "H", "H", "H", "H", "H", "H", "H", "H", "H", "H", "H", "H", "H", "H"],
  "coordinates": [[-0.72, 0.35, 0.59], [-4.14, 1.00, 0.15], [-3.35, 1.00, -0.79], [-2.15, 1.44, -0.76], [-3.79, 0.43, -2.13], [-5.16, 0.33, -2.36], [-5.65, -0.15, -3.56], [-4.76, -0.55, -4.54], [-3.39, -0.48, -4.31], [-2.88, 0.01, -3.11], [-1.05, 0.01, -2.80], [-0.47, -1.03, -4.19], [0.06, -0.55, -5.38], [0.51, -1.42, -6.37], [0.42, -2.79, -6.17], [-0.10, -3.29, -4.99], [-0.53, -2.42, -4.00], [-0.52, 1.67, -3.36], [-1.38, 2.60, -3.94], [-0.90, 3.85, -4.33], [0.44, 4.17, -4.15], [1.30, 3.24, -3.57], [0.82, 2.00, -3.17], [-5.82, 0.64, -1.55], [-6.72, -0.21, -3.72], [-5.12, -0.92, -5.49], [-2.72, -0.81, -5.09], [0.13, 0.52, -5.55], [0.93, -1.03, -7.29], [0.77, -3.48, -6.94], [-0.16, -4.36, -4.82], [-0.92, -2.81, -3.06], [-2.42, 2.36, -4.09], [-1.57, 4.57, -4.78], [0.81, 5.14, -4.45], [2.34, 3.48, -3.40], [1.49, 1.30, -2.68], [-2.28, 0.41, 2.68], [-1.54, -0.36, 3.60], [-0.96, 0.28, 4.70], [-0.20, -0.43, 5.62], [0.01, -1.79, 5.44], [-0.56, -2.42, 4.34], [-1.34, -1.74, 3.41], [-1.92, -2.46, 2.24], [-2.57, -3.68, 2.46], [-3.11, -4.39, 1.40], [-2.98, -3.87, 0.11], [-2.33, -2.66, -0.08], [-1.77, -1.89, 0.95], [-2.67, 1.25, 3.08], [-2.98, -0.10, 2.15], [-1.13, 1.34, 4.85], [0.24, 0.09, 6.47], [0.62, -2.35, 6.14], [-0.39, -3.48, 4.18], [-2.68, -4.06, 3.47], [-3.62, -5.33, 1.57], [-3.40, -4.41, -0.73], [-2.27, -2.29, -1.11], [-0.32, 3.62, -0.38], [-1.10, 4.27, 0.68], [-0.25, 4.47, 1.94], [-0.04, 3.19, 2.74], [0.55, 2.10, 1.94], [0.28, 4.28, -0.87], [-0.93, 3.18, -1.05], [-1.95, 3.62, 0.90], [-1.52, 5.23, 0.37], [-0.75, 5.20, 2.58], [0.72, 4.89, 1.66], [-1.00, 2.87, 3.14], [0.60, 3.43, 3.60], [1.26, 1.59, 2.46], [1.00, 2.48, 1.12], [5.24, -2.94, 1.65], [4.22, -2.24, 0.79], [4.17, -2.81, -0.62], [4.61, -0.85, 0.71], [3.50, 0.31, 0.86], [4.42, 2.02, 0.67], [1.95, -0.12, -0.31], [2.93, 0.08, 2.37], [3.80, 0.22, 3.51], [3.46, -0.91, 4.46], [3.59, 1.58, 4.16], [4.98, -4.00, 1.76], [5.30, -2.49, 2.64], [6.23, -2.87, 1.19], [3.23, -2.30, 1.24], [5.15, -2.71, -1.10], [3.43, -2.27, -1.21], [3.89, -3.87, -0.60], [4.83, 0.13, 3.17], [2.42, -0.83, 4.78], [4.10, -0.88, 5.35], [3.57, -1.88, 3.98], [2.54, 1.68, 4.47], [3.83, 2.37, 3.45], [4.22, 1.68, 5.05]]
}

No. 4
{
  "formula": "C5H5NO2",
  "method": "wB97M-V/def2-TZVPD",
  "gap_ev": 8.14,
  "molar_mass_g_mol": 111.1,
  "elements": ["C", "C", "C", "C", "C", "H", "H", "H", "H", "H", "N", "O", "O"],
  "coordinates": [[1.61, -0.79, 0.13], [0.11, -0.65, -0.11], [-2.05, -0.40, -0.05], [-1.74, 0.93, -0.27], [-0.33, 0.90, -0.29], [1.83, 0.99, 0.12], [1.67, -1.04, 1.26], [2.14, -1.75, -0.58], [-3.08, -0.88, -0.02], [-2.18, 2.05, 0.42], [-0.81, -1.43, -0.25], [2.38, 0.30, -0.38], [0.45, 1.76, 0.01]]
}

No. 5
{
  "formula": "C4H8N3S",
  "method": "wB97M-V/def2-TZVPD",
  "gap_ev": [7.58, 7.58],
  "molar_mass_g_mol": 130.2,
  "charge": 1,
  "elements": ["C", "C", "C", "C", "N", "N", "N", "S", "H", "H", "H", "H", "H", "H", "H", "H"],
  "coordinates": [[-0.01, -0.39, 1.14], [0.84, 0.31, 2.78], [-0.53, 0.16, -2.40], [-1.67, -0.65, -2.92], [-0.02, -0.34, -0.16], [-0.16, 0.33, -1.21], [2.01, 1.02, 2.59], [-0.73, 0.83, 2.32], [0.12, -1.43, 1.44], [1.02, -0.58, 3.41], [0.09, 0.65, -3.10], [-1.21, -1.32, -3.69], [-2.41, -0.05, -3.40], [-2.27, -1.22, -2.22], [2.13, 1.93, 2.21], [2.81, 0.76, 3.21]]
}